# 1
{
  "formula": "C20H55CrCs2N5O13S2",
  "method": "ωB97M-V/def2-TZVPD",
  "e_tot_ev": -106888.3340,
  "s_squared": 6.0112,
  "e_homo_ha": [-0.2776, -0.2774],
  "gap_ev": [6.02, 5.97],
  "lumo_energy_ev": [-1.5, -1.6],
  "spin_multiplicity": 5,
  "elements": ["O", "H", "H", "H", "O", "H", "H", "H", "C", "H", "Cs", "O", "O", "H", "C", "C", "H", "H", "Cs", "H", "C", "C", "H", "H", "H", "N", "C", "H", "H", "H", "N", "H", "H", "O", "C", "H", "H", "O", "O", "C", "H", "H", "H", "H", "S", "H", "H", "H", "C", "H", "H", "H", "H", "H", "S", "C", "C", "H", "H", "C", "C", "H", "H", "H", "C", "H", "H", "H", "C", "H", "N", "H", "H", "H", "O", "H", "C", "C", "H", "H", "Cr", "O", "O", "H", "C", "H", "H", "H", "O", "H", "H", "O", "O", "N", "C", "N", "H", "C"],
  "coordinates": [[3.452010, 3.892703, 4.163019], [-3.409042, 1.538802, -0.805733], [-2.051182, 2.233607, -0.274731], [1.584504, -1.610884, 3.190997], [1.646504, -4.322746, -0.189233], [-4.824285, 1.908264, -3.056449], [4.871407, -1.575331, 2.395732], [-4.410491, -2.193808, 2.652324], [1.116493, -3.159929, 0.448164], [-1.744305, -1.823181, -7.870652], [1.948967, 5.063894, -0.611957], [4.185506, -0.109654, 1.133050], [-2.483224, -1.393955, -6.025937], [6.916270, 0.404363, 4.346097], [-2.019662, -0.273054, -5.338072], [-3.561770, -1.574392, 2.969561], [1.668621, -5.136543, -2.038478], [-3.787573, 5.020174, 0.210196], [2.433708, 1.908273, -3.315696], [5.154433, -0.806794, -0.580645], [1.751036, -4.146435, -1.579590], [5.834555, 0.291762, 4.477972], [2.373257, -3.404496, 2.115143], [1.583268, -2.271670, 0.001580], [0.925363, -3.544510, -1.967193], [3.720958, 1.102455, 3.411810], [-2.538791, 3.467430, -2.567805], [-4.094104, 1.347436, -4.523853], [0.850584, -4.589425, 3.575237], [1.032600, -1.229812, 1.787973], [-1.819177, -0.025756, 2.120412], [-0.766442, -1.519209, -2.306100], [6.125769, -0.502784, 1.748601], [-3.973977, -0.899765, 4.136143], [-0.968327, -0.537380, -4.280310], [-1.431599, 0.226223, 1.208350], [-2.391788, 0.356673, 4.498551], [1.076221, 4.430130, 3.892867], [-0.378836, 1.434810, 0.032062], [-1.539696, -2.081334, -6.824920], [-4.411367, 3.422065, -1.512164], [-0.561383, -3.969279, 2.711380], [-3.314983, 5.649451, -1.310469], [-2.047637, 5.010554, -0.255736], [0.985988, 1.014019, -0.187367], [-1.182677, 1.383151, -3.565096], [-2.450150, -1.212255, -2.814701], [-3.274864, -0.160943, 5.918011], [5.101679, 0.596417, 3.150843], [-3.743545, 0.207455, 1.748574], [-2.770084, -2.305545, 3.203243], [-1.671876, -3.152204, -6.695560], [3.433924, 0.351601, 4.040726], [-2.155712, -1.293167, 5.159906], [2.362090, 4.328110, 3.250964], [-4.079322, 2.176596, -3.810905], [-3.139141, -0.701204, 1.822384], [-2.663045, -0.765249, -0.270150], [-1.143872, -0.736255, 2.424595], [-3.015871, -1.446874, 0.509964], [-1.442771, -1.474413, -3.160018], [-2.707497, 4.383824, -3.162917], [-1.616369, 0.469143, -6.048792], [-0.155995, -1.133272, -4.719582], [-3.069810, 4.854553, -0.593839], [5.710616, -0.715188, 4.883375], [5.734745, 1.393657, 2.749834], [-0.521791, -1.767134, -6.599317], [5.098480, -0.539788, 2.139128], [3.738250, 1.945415, 4.019450], [0.896137, -1.944132, 2.520124], [-3.933792, -1.954114, 0.199077], [-2.198368, -2.179688, 0.538559], [-0.004717, 0.567132, -2.860810], [-2.755326, 2.331362, -3.382539], [5.557132, 1.036722, 5.221700], [0.456029, -4.337306, 2.588555], [-3.356196, 3.527191, -1.261075], [3.334163, -0.678858, -0.641744], [-2.884384, 0.203973, -4.872616], [3.161557, 1.785620, 1.410109], [2.215813, 3.227185, 2.182840], [1.139520, 0.265080, -1.449160], [2.741595, -3.769097, -1.857969], [4.207595, -0.916807, -0.040389], [-1.541025, -2.509015, -3.509325], [4.143057, -1.974735, 0.240933], [0.045025, -3.056890, 0.198261], [1.926333, 2.209838, -0.225652], [-1.475103, 3.478350, -2.302371], [0.432574, -5.277886, 2.031398], [2.819430, 5.532902, 2.522618], [1.465438, 0.290860, 1.009537], [-3.046499, 2.396824, -0.404784], [-2.885424, -0.503312, 4.957246], [-0.430246, 0.727294, -3.776068], [-4.412605, 3.067185, -4.359781], [1.298527, -3.253068, 1.939070]],
  "forces_ev_per_angstrom": [[-0.4, -0.4, -0.3], [-0.1, 0.0, 0.0], [-0.1, 0.3, 0.1], [-0.2, -0.4, 0.3], [-0.1, 0.3, 0.3], [0.3, 0.2, 0.4], [-0.3, 0.2, 0.6], [-0.1, 0.2, 0.0], [-0.4, -0.2, -0.8], [0.1, -0.2, 0.0], [-0.1, 0.1, 1.3], [0.3, -0.1, -0.8], [-0.4, -0.7, 0.4], [-0.1, 0.0, -0.1], [0.3, 0.8, -0.2], [-0.5, -0.7, 0.0], [0.0, 0.1, 0.0], [0.4, -0.2, 0.3], [-0.1, -0.2, -0.2], [-0.1, 0.3, -0.1], [-0.1, -0.9, -0.1], [0.6, -0.2, -0.3], [-0.1, -0.4, 0.0], [0.2, 0.1, 0.4], [0.2, 0.2, -0.1], [1.4, -0.7, 0.1], [-0.2, 0.8, -0.1], [0.0, 0.3, 0.1], [-0.1, 0.2, 0.1], [-0.4, -0.4, 0.4], [0.0, -1.1, -0.4], [0.1, 0.3, 0.0], [-0.1, -0.5, -0.2], [0.3, -0.4, 0.2], [0.5, -1.0, 0.8], [-0.2, 0.5, 0.5], [0.3, -0.2, 0.0], [0.0, 0.3, -0.1], [0.3, 0.5, -1.0], [-0.3, 0.7, -0.4], [-0.1, 0.4, 0.0], [0.0, 0.0, 0.0], [0.2, 0.0, 0.0], [0.0, -0.3, 0.2], [-1.1, -0.3, 1.7], [-0.2, -0.3, -0.3], [0.2, 0.2, 0.2], [-0.2, -0.2, -0.1], [0.6, 0.4, 1.7], [-0.9, -0.6, -0.2], [0.2, 0.2, 0.0], [0.1, -0.1, 0.1], [-1.3, 0.2, -0.4], [-0.1, -0.2, -0.3], [1.4, 0.4, 1.0], [-0.5, -0.2, -1.0], [1.9, 1.6, 0.2], [-0.4, 0.1, 0.0], [-0.2, 0.1, 0.2], [0.1, -0.3, -0.3], [-1.0, -0.3, -0.1], [-0.2, -0.2, 0.0], [0.1, 0.0, 0.1], [0.2, 0.5, -0.3], [-1.2, 0.7, -0.4], [-0.4, 0.0, -0.1], [-0.5, 0.2, -0.5], [0.1, -0.2, 0.0], [0.6, 1.1, -0.5], [0.0, 0.3, -0.5], [0.5, 0.4, -0.7], [0.0, 0.1, -0.1], [-0.2, -0.2, 0.4], [-0.3, -0.4, -0.2], [-0.1, 0.0, 0.6], [-0.1, -0.1, 0.0], [0.2, -0.6, 0.0], [1.1, -0.9, -0.4], [0.0, 0.2, 0.0], [0.2, -0.4, -0.1], [-1.1, -0.6, 1.6], [-0.1, 0.0, -1.0], [0.6, -0.2, 0.2], [-0.2, 0.4, 0.0], [0.1, -0.6, 0.3], [0.1, 0.1, -0.2], [-0.1, 0.1, 0.0], [0.1, -0.1, 0.1], [0.9, 0.4, -1.4], [0.0, -0.3, 0.0], [0.1, 0.1, -0.2], [-0.6, -0.1, -0.6], [0.4, -0.3, -0.9], [-0.3, -0.2, 0.2], [-0.1, 1.0, 0.1], [0.4, 0.4, 0.1], [-0.1, 0.0, 0.2], [0.2, 0.8, 0.6]],
  "mulliken_charge": [-0.89, 0.28, 0.35, 0.18, -0.46, 0.28, 0.43, 0.34, 0.33, 0.30, 1.17, 0.46, -0.40, 0.42, 0.08, -0.61, 0.31, 0.38, 1.06, 0.38, -0.42, -1.57, 0.11, -0.15, 0.07, -0.33, -0.62, 0.39, 0.39, 0.00, -0.23, 0.06, 0.30, -0.45, 0.44, -0.34, 0.24, -0.64, -1.17, -0.71, 0.55, 0.12, 0.42, 0.22, 1.65, 0.52, 0.18, 0.26, 0.36, 0.28, 0.14, 0.25, 0.25, 0.24, 1.30, -0.97, 0.69, -0.11, 0.35, -0.70, -1.06, 0.50, 0.45, -0.04, -1.62, 0.37, 0.21, 0.33, -0.70, 0.35, -0.33, 0.52, -0.08, 0.42, -0.34, 0.42, -1.31, 0.17, -0.21, -0.47, 0.46, -0.58, -1.15, 0.20, -0.47, 0.49, 0.31, -0.15, -1.39, 0.03, 0.32, -0.78, -0.59, -0.29, -0.58, -0.42, 0.30, 0.97]
}

# 2
{
  "formula": "C21H43BrF5N3NbO6",
  "method": "ωB97M-V/def2-TZVPD",
  "e_tot_ev": -124403.8005,
  "e_homo_ha": -0.2043,
  "gap_ev": 6.16,
  "lumo_energy_ev": 0.6,
  "total_charge": -1,
  "elements": ["Br", "H", "N", "H", "C", "O", "H", "H", "C", "C", "H", "F", "H", "C", "C", "C", "H", "C", "H", "C", "C", "N", "H", "Nb", "H", "O", "C", "H", "H", "O", "O", "O", "H", "H", "H", "H", "C", "H", "H", "H", "H", "F", "H", "O", "H", "C", "H", "F", "H", "N", "C", "H", "C", "H", "H", "H", "H", "C", "F", "H", "C", "H", "H", "H", "C", "H", "H", "H", "C", "C", "H", "H", "H", "H", "C", "H", "H", "H", "C", "F"],
  "coordinates": [[1.427299, 0.084075, 0.643602], [5.114922, -6.165739, -9.220975], [-3.101191, -2.432811, 0.000213], [2.550180, 1.741163, 4.461600], [2.369184, -0.495627, -3.825870], [-1.680084, 0.221205, -0.881246], [-1.283461, -1.848840, 2.804497], [5.183741, -3.184014, -6.980589], [3.920878, -5.549103, -7.530896], [0.278593, 2.761382, -1.122771], [-3.435019, 2.822714, 6.563562], [-3.950805, 2.746647, 2.476444], [3.166957, -1.810754, -2.117944], [-3.335457, 2.097430, 5.753723], [-3.058640, -1.919154, 1.412663], [-2.564383, 3.006256, 0.488753], [2.530694, 3.481394, 1.296627], [0.115337, 2.244106, -2.624557], [3.052336, -5.275842, -8.138214], [-1.624669, -1.323838, 1.834664], [0.204015, 2.961546, 2.021060], [2.776903, 2.835062, 2.075179], [0.710456, 1.774618, 4.495452], [-0.795646, 1.569865, 0.490422], [-3.345765, 0.305242, 6.974934], [2.563636, -0.616935, -5.063011], [5.198053, -5.505123, -8.353852], [4.193148, -2.899039, -5.563607], [0.567820, 0.023752, -2.120112], [3.972617, -4.748646, -6.359781], [2.124564, 0.808545, -3.301147], [-1.390454, 0.949759, 6.732409], [-0.174245, 1.807940, 8.101742], [-2.715541, 2.555920, 4.977546], [-3.570735, -1.775691, -0.628959], [3.310703, -1.616684, -7.480473], [-2.711583, 0.796152, 6.229549], [-0.958970, 2.329652, -3.031261], [-0.052393, 3.865699, -1.103459], [-0.886608, 0.383620, 3.052593], [-1.848628, 2.053547, 9.904945], [-2.209823, 4.140681, 1.325112], [-3.206240, -2.861719, 2.066133], [-2.698733, 0.261587, -2.735969], [1.374410, -2.013927, -2.472232], [-1.238089, 1.813380, 7.849279], [1.413262, 2.778078, -0.901246], [-2.830062, 3.627655, -0.789762], [-2.172459, -2.708401, -0.328310], [-2.605192, 0.784198, -1.661709], [1.605246, 2.460776, 2.575723], [-0.886774, -1.649238, 1.032297], [1.615253, 1.488529, 3.870131], [-1.749261, 0.363905, 9.366198], [-3.939260, -1.240668, 1.667227], [1.619133, 0.383151, 3.558625], [2.619309, -2.697630, -3.640815], [4.188184, -3.355224, -6.556713], [-4.981119, 3.341367, 0.559639], [-4.332566, 1.914729, 5.345389], [-2.034243, 1.376547, 9.067220], [-2.643243, 0.109035, 5.382761], [0.384017, 4.018145, 1.590842], [-3.108436, 1.369617, 8.873342], [3.114638, -2.687493, -7.396525], [3.752848, -6.576104, -7.197522], [3.068035, -3.100896, -8.406717], [5.412547, -4.500019, -8.720324], [2.391851, -1.826311, -2.950051], [0.695537, 0.799389, -2.938091], [-0.480607, 3.110647, 2.938042], [-1.483262, 2.842687, 7.566617], [-2.641752, 0.530480, 2.565093], [0.132111, 0.384847, -3.855884], [-1.615112, 0.257029, 2.161684], [2.131375, -2.827564, -6.940162], [6.053031, -5.822899, -7.749376], [0.720244, 2.977146, -3.284392], [-3.949639, 2.485563, 1.071636], [-4.332922, 1.189473, 0.749357]],
  "forces_ev_per_angstrom": [[-1.1, 0.3, -0.4], [0.0, 0.0, 0.1], [-0.7, 0.6, 0.8], [-1.1, -0.5, -0.8], [0.7, -0.3, -3.2], [0.4, 1.0, 0.8], [-0.5, 0.6, -1.5], [0.0, 0.0, -0.1], [0.1, 0.1, 0.1], [0.9, 0.6, -0.5], [-0.1, 0.0, 0.0], [-0.2, -1.5, -3.0], [-1.0, 0.3, -1.0], [0.1, 0.1, 0.0], [0.7, -1.3, 0.7], [-0.5, 2.1, -0.2], [0.5, -0.5, 0.4], [0.8, 0.6, -0.7], [0.0, 0.0, -0.1], [-0.4, -0.2, 0.7], [0.7, 0.6, 1.2], [-3.5, -0.2, 0.9], [1.0, -0.7, -0.7], [2.0, -1.6, -0.2], [-0.1, 0.0, 0.1], [-0.5, 0.6, 4.2], [0.1, 0.1, 0.0], [0.0, -0.2, -0.1], [-0.1, 1.3, -0.7], [0.0, -0.2, 0.1], [-0.5, -2.4, -0.3], [0.2, -0.1, 0.0], [-0.1, -0.1, -0.2], [-0.1, -0.1, 0.0], [0.8, -0.3, 0.2], [-0.1, -0.1, 0.1], [-0.1, 0.1, -0.1], [1.6, -0.4, 0.9], [0.3, -1.5, 0.1], [-1.1, 0.0, -1.2], [0.0, 0.0, -0.1], [-1.0, -1.7, -1.4], [0.1, 1.4, -0.8], [0.1, 0.2, 0.8], [1.3, 0.4, -0.6], [-0.1, 0.0, -0.1], [-1.6, 0.0, -0.3], [0.3, -1.4, 2.2], [-0.6, 0.5, 0.1], [-0.5, -0.3, -1.2], [1.5, 0.2, 0.0], [-0.8, 0.7, 1.0], [0.0, 1.0, -0.9], [0.0, 0.1, 0.0], [1.3, -0.7, -0.7], [-0.2, 1.7, 0.5], [-0.3, 1.3, 0.7], [-0.1, 0.1, -0.1], [1.8, -2.0, 1.1], [0.1, 0.0, 0.0], [-0.1, -0.1, 0.0], [0.2, 0.0, 0.1], [-0.4, -1.6, 0.4], [0.0, 0.1, 0.0], [-0.1, -0.1, -0.2], [0.0, 0.1, 0.2], [0.1, 0.0, 0.0], [-0.1, 0.0, -0.1], [-0.3, 0.3, 0.2], [-1.4, -0.5, -0.4], [0.8, -0.3, -1.4], [-0.1, 0.0, 0.1], [1.1, -0.2, -0.4], [0.7, 0.7, 1.3], [0.7, -0.7, 1.1], [0.1, 0.1, 0.0], [-0.1, 0.0, -0.1], [-0.9, -1.2, 0.8], [-1.9, 2.2, 0.2], [1.0, 2.7, 1.1]],
  "mulliken_charge": [-0.40, 0.38, -0.65, 0.37, 0.64, -0.10, 0.38, 0.26, -0.34, -0.43, 0.37, -0.22, 0.28, -0.91, -0.50, 1.00, 0.30, -0.82, 0.30, -0.20, -0.39, -0.81, 0.00, -0.81, 0.33, -0.51, -1.01, 0.24, -0.07, -0.42, -0.37, -0.40, 0.36, 0.11, 0.27, 0.36, -0.30, 0.29, 0.33, 0.07, 0.40, -0.34, 0.21, -0.45, 0.17, -0.34, 0.31, -0.29, 0.27, 0.12, 0.40, 0.16, -0.59, 0.29, 0.23, 0.17, 0.17, -0.28, -0.31, 0.38, -1.10, 0.23, 0.50, 0.27, -1.02, 0.33, 0.38, 0.26, -0.56, 0.07, 0.21, 0.32, 0.08, 0.30, 0.07, 0.25, 0.28, 0.38, 0.29, -0.19]
}

# 3
{
  "formula": "C3H12FMg2O3",
  "method": "ωB97M-V/def2-TZVPD",
  "e_tot_ev": -23027.6910,
  "e_homo_ha": -0.7672,
  "gap_ev": 7.19,
  "lumo_energy_ev": -13.7,
  "total_charge": 3,
  "elements": ["C", "Mg", "H", "H", "Mg", "F", "H", "H", "O", "C", "O", "H", "H", "H", "H", "H", "H", "O", "C", "H", "H"],
  "coordinates": [[17.910284, -16.539233, -16.917486], [15.495922, -12.233320, -20.182825], [18.325153, -16.301034, -15.933961], [14.124421, -12.769107, -16.580329], [14.533351, -15.485776, -18.410409], [15.190936, -13.865894, -19.247604], [16.263335, -14.958328, -22.806859], [14.708914, -15.439677, -15.930869], [15.668422, -13.076641, -22.042924], [16.523978, -13.910287, -22.909524], [16.834205, -15.676066, -17.323477], [13.060256, -13.491445, -15.390192], [18.732198, -16.595269, -17.626347], [17.455473, -17.512604, -16.734347], [15.076853, -12.576577, -22.635354], [17.106642, -14.769147, -17.490899], [14.806840, -13.284550, -15.048772], [14.345900, -14.765290, -16.533323], [14.065067, -13.535685, -15.802555], [16.514131, -13.532836, -23.927618], [17.548152, -13.769737, -22.560025]],
  "forces_ev_per_angstrom": [[0.6, -1.1, 0.9], [0.3, -1.3, -0.9], [-0.2, 0.7, -0.2], [-0.1, 0.1, 0.2], [1.4, 0.7, 1.4], [-0.3, 0.4, -0.1], [-0.4, 0.1, -0.1], [-0.1, 0.3, 0.1], [-1.1, 1.4, 0.6], [1.6, -0.1, 0.2], [-1.5, 0.3, -0.9], [0.0, -0.5, 0.1], [-0.3, 0.0, -0.3], [0.1, 0.0, -0.5], [0.2, -0.4, -0.1], [0.6, -0.1, 0.3], [0.1, -0.6, 0.0], [0.0, -1.1, 0.0], [-0.3, 1.3, -0.8], [-0.5, -0.1, 0.0], [-0.1, -0.1, 0.1]],
  "mulliken_charge": [-0.60, 1.48, 0.30, 0.11, 1.32, -0.50, 0.26, 0.37, -0.45, -0.54, -0.36, 0.31, 0.29, 0.24, 0.40, 0.25, 0.34, -0.31, -0.52, 0.34, 0.25]
}